# C38H39F11N6O3Pt

A structure of composition C38H39F11N6O3Pt (the ωB97M-V functional and the def2-TZVPD basis, OMol25).

Output
energy above the lowest of the compared OMol25 structures with the same formula, charge and spin = 25.5 kcal per mole
HOMO (spin up / spin down) = -5.9 / -5.9 eV
total charge = 0
frontier orbital gap (spin up / spin down) = 0.166 / 0.166 Ha

The geometry in XYZ format:
```
98
Properties=species:S:1:pos:R:3:forces:R:3
Pt -0.71642 -1.72319 1.99168 0.1657 0.4648 -0.0113
F -1.59515 -4.23843 -2.18563 0.1770 0.4504 0.0100
F -1.06454 -0.33003 -4.73102 0.0400 -0.0035 0.1530
F 3.01455 -4.71317 3.03161 0.5262 0.2011 0.2304
F 4.10929 0.56786 2.46307 -0.0127 -0.1542 0.0095
F 1.71213 -0.22182 1.89754 0.1270 -0.1830 0.1195
F -0.53527 0.14080 -0.24232 0.6522 -0.2698 -0.4064
F 6.07840 -1.17563 3.26535 -0.0235 -0.0082 0.0050
F 0.05123 0.97077 -2.61264 0.2742 -0.6084 0.1279
F -1.62714 -2.97519 -4.53298 0.1209 0.2412 0.4354
F 5.40993 -3.83641 3.49871 -0.0666 0.0802 -0.0185
F -3.21704 1.57433 -2.59437 0.1252 0.1075 0.1672
O -0.68305 0.67567 5.32456 -0.0024 0.0034 0.1703
O -2.39965 -0.46477 1.79411 0.1780 0.6333 0.2361
O -0.25612 -0.90236 3.80314 -0.1693 -0.3321 0.2506
N -0.03237 5.06754 -3.99198 -0.1521 -0.0590 0.1071
N -1.26624 -2.61782 0.24794 -0.2573 -0.0918 -0.1352
N -1.83703 -3.86439 2.92922 -0.0445 -0.4615 -0.0818
N -1.62351 3.87933 -2.66736 -0.0463 -0.0931 0.1458
N 0.88750 -2.93829 2.15695 -0.4026 0.0446 0.3391
N -0.97128 3.35259 2.11960 -0.0914 0.0014 0.0439
C -0.34307 -0.32883 -2.49152 0.0812 -0.1288 0.0214
C 2.47786 -1.44081 -1.70059 0.0485 0.1789 0.1422
C 3.46938 -2.43297 -1.08336 -0.0235 0.0023 -0.0222
C -2.09269 1.67081 0.84963 -0.4702 0.0418 0.5491
C -0.50970 3.90951 -4.81333 0.0642 0.0094 -0.0874
C -0.47445 4.71172 2.31264 0.0406 0.0508 -0.0450
C 3.03803 -0.02171 -1.51461 -0.0406 0.0202 0.0330
C 1.17133 -1.60564 -0.94764 -0.2259 0.1496 -0.3398
C -1.18303 1.15098 3.07038 -0.2741 -0.1518 -0.1185
C 2.13083 -2.53528 2.47611 -0.0012 0.1282 -0.1789
C -0.67449 -4.72796 3.02550 0.0211 0.1708 -0.0990
C -1.92673 0.70497 1.93917 -0.0225 -0.3394 -0.3294
C -0.90533 -0.93578 -3.53547 -0.1069 -0.0882 0.0343
C 3.19459 -3.37328 2.86861 0.4038 -0.1954 0.1970
C -2.22484 5.16436 -2.95624 -0.1478 -0.0411 -0.0378
C 3.82772 -0.74037 2.61882 -0.0415 0.0197 0.0142
C -1.51792 2.94212 0.92119 -0.0719 -0.1479 -0.0789
C -1.30222 -2.31002 -3.40399 -0.1455 -0.1046 -0.1986
C 4.83175 -1.60770 3.01194 -0.1537 -0.0535 -0.0477
C -0.81929 2.45629 3.12686 0.1349 -0.0417 -0.0063
C -2.05808 -3.85521 0.40756 0.0823 -0.1151 -0.0745
C 0.51189 -4.33835 2.12437 0.1527 -0.4782 -0.1234
C 2.54609 -1.18227 2.35403 0.1380 0.3766 -0.0801
C -2.70213 -4.04539 1.78438 0.1072 0.2391 0.0635
C -1.26727 -2.92435 -2.20537 -0.1456 -0.1277 -0.0142
C -1.92031 3.20769 -1.44454 -0.0166 -0.0190 -0.0777
C -0.09862 -0.98396 -1.17503 0.5298 -0.2543 0.1210
C -2.69563 1.22692 -0.32748 -0.2138 0.3018 -0.1015
C -2.56060 -3.70165 4.16577 -0.0004 0.0246 0.0338
C -0.92070 -2.21930 -0.95656 -0.2581 -0.1211 -0.1040
C 2.38639 -1.74716 -3.20054 -0.0221 -0.0287 0.0503
C -1.44535 3.09556 -3.88427 -0.1751 -0.0885 -0.0886
C 4.48479 -2.93829 3.12562 0.0061 -0.0073 -0.0206
C -1.41093 3.69946 -0.25838 -0.0475 -0.1033 -0.0982
C -1.16771 6.00523 -3.72234 0.0988 0.0710 -0.0346
C -0.71088 0.22854 4.19059 0.1952 0.3755 -0.3456
C -2.63379 2.00225 -1.44204 -0.1737 0.0335 0.0747
C 0.99654 4.84990 1.95368 0.0117 0.0246 0.0161
H 3.38726 -1.75695 -3.63589 0.0676 -0.0077 -0.0305
H -0.33593 -4.69469 4.06267 0.0079 0.0036 -0.0089
H -3.51410 -3.31992 1.88920 0.0143 -0.0231 -0.0029
H 4.44487 -2.35150 -1.56523 0.0552 0.0026 -0.0214
H 0.10637 4.62654 -3.05902 0.2607 0.1146 -0.1055
H -3.14137 0.24501 -0.34883 -0.0429 -0.0807 0.0244
H 0.81278 5.51502 -4.33874 -0.1110 0.0060 -0.0529
H -0.32191 2.82152 4.01597 -0.0267 0.0286 0.0584
H 0.28202 -4.59658 1.08876 -0.0382 -0.0683 -0.0837
H 1.32934 5.87573 2.10973 0.0123 0.0314 0.0052
H -0.63913 4.96746 3.35936 0.0221 -0.0037 -0.0234
H 1.93256 -2.72483 -3.36827 -0.0389 -0.0358 -0.0146
H 3.11068 -3.45662 -1.20112 -0.0150 -0.0434 -0.0157
H -1.03531 4.30194 -5.68147 0.0967 0.0656 -0.0084
H -0.83821 4.61677 -0.27716 0.0092 0.0135 -0.0114
H 3.99622 0.08636 -2.02770 0.0938 -0.0007 -0.0424
H 3.59682 -2.24443 -0.01690 0.0046 0.0187 0.0578
H -0.77660 6.83604 -3.13748 -0.0377 -0.0187 0.0167
H -0.99876 2.13367 -3.63773 -0.1710 0.3500 -0.1315
H -1.09805 5.38770 1.72446 0.0213 -0.0256 0.0427
H 1.60494 4.19545 2.57597 0.0165 -0.0268 0.0181
H -1.87052 -3.38167 4.94761 -0.0403 -0.0079 -0.0071
H -3.07568 -4.61806 4.49652 -0.0158 -0.0486 0.0246
H -1.54931 6.37715 -4.67023 0.1013 0.0175 -0.0159
H 0.35808 3.34253 -5.14339 -0.0300 -0.0406 0.0375
H 3.18666 0.18837 -0.45548 -0.0101 0.0384 0.0472
H -3.15809 -5.05242 1.76624 -0.0401 -0.0058 -0.0133
H 1.19874 -2.22762 -0.06698 0.0087 -0.1425 -0.0080
H 1.33780 -4.99272 2.41961 -0.6291 0.2390 -0.2657
H 1.18108 4.57685 0.91527 0.0029 -0.0212 -0.0433
H -2.39207 2.91484 -4.40034 0.0227 0.0129 -0.0020
H -0.92594 -5.77696 2.79199 -0.0118 -0.0478 0.0521
H -3.11965 5.04562 -3.57971 -0.0187 0.0547 0.0511
H -2.88706 -3.84517 -0.30411 0.0069 -0.0323 0.0077
H -3.30864 -2.91781 4.04089 -0.0228 0.0340 0.0268
H -2.51448 5.65916 -2.03256 0.0235 -0.0082 -0.0071
H 1.80447 -1.00154 -3.74101 -0.0317 0.0494 -0.0316
H 2.35092 0.72545 -1.91475 -0.0141 0.0257 0.0063
H -1.46044 -4.73706 0.17114 0.0419 0.0372 -0.0252
```
Positions in Å, forces in eV/Å.


# C44H51BGdN11O5

A structure of composition C44H51BGdN11O5 at a distorted geometry (the ωB97M-V functional and the def2-TZVPD basis, OMol25).

Output
energy above the lowest of the compared OMol25 structures with the same formula, charge and spin = 21.0 kcal per mole
multiplicity = 8
HOMO (spin up / spin down) = -6.8 / -6.8 eV
total charge = 0
frontier orbital gap (spin up / spin down) = 0.174 / 0.240 Ha

The geometry in XYZ format:
```
113
Properties=species:S:1:pos:R:3:forces:R:3
Gd -0.57875 0.01019 0.23961 1.1925 -0.2249 0.7171
O 2.89392 1.82817 7.89951 -0.7903 0.5250 -0.1652
O 1.89838 -1.19157 3.67926 -0.0488 0.0938 -0.5030
O 0.85286 2.83137 8.22448 0.5203 0.0519 0.2121
O 0.91447 1.71818 -0.34376 1.1394 1.0024 -0.4759
O 0.71671 -0.30907 1.99857 -0.0761 0.3022 -0.3778
N 0.42110 2.01176 3.44904 0.1395 -0.3071 0.0008
N -0.59872 -2.31212 -0.34411 -0.4001 -1.2142 -1.2797
N 2.91995 2.85602 -0.24109 -0.3354 -0.4548 -0.5754
N -1.52066 2.05383 1.29550 -0.1136 0.2676 -0.3706
N 1.61813 -1.12087 -1.17967 -0.8418 0.4722 -1.6580
N -1.64029 0.94415 -2.44749 1.3536 -0.2240 0.3109
N -1.23723 -2.13803 -1.58275 -0.3404 0.1725 0.7979
N 0.95065 -0.77517 -2.43377 1.1043 0.0133 1.6090
N -3.22192 -0.04745 0.02893 0.0300 0.3344 0.4665
N -1.45501 -0.15982 -3.27095 0.2515 0.2504 1.8068
N -2.10541 -0.97626 2.64463 -0.5990 -0.2200 0.4735
C -3.07951 -3.27505 -2.93386 1.0077 -2.0712 0.0189
C -3.57976 -1.03561 2.39047 0.9181 0.0567 -2.0626
C 0.03374 -5.61219 0.86967 0.7812 0.7364 0.6361
C 1.68309 0.32796 -4.69487 -1.5172 -1.1982 1.3247
C -3.64836 5.44218 -1.44416 -2.1953 0.4551 -1.5568
C 5.23236 -1.69709 -1.08034 -0.2785 -1.4358 2.5384
C -2.13879 -0.00700 -4.41413 0.4294 0.9811 -0.5486
C -2.53062 3.26190 -2.71787 -1.3581 -0.5732 -0.0577
C -2.05747 -0.92760 -5.60444 0.1591 2.5055 -0.5697
C 1.09375 0.99084 3.98058 0.4284 0.6884 1.4949
C 0.28920 3.08148 4.23425 -0.0940 0.7954 0.2221
C -2.69296 1.25206 -4.39099 -0.2151 1.2083 0.9492
C -3.69415 1.34895 0.27345 -0.4635 -0.2914 0.2746
C 1.62680 -5.66921 2.67381 0.4432 1.3597 -0.0052
C 1.77180 2.28668 7.57151 0.5572 -0.9525 1.4106
C -1.90620 3.81306 -1.60709 1.4385 -1.1716 -0.4338
C -2.29710 1.88488 -3.12268 0.1724 -2.7064 -2.8429
C 5.99361 -2.93033 0.85908 -0.8116 -1.1417 -0.6613
C -2.51625 4.87217 -0.98045 1.6261 1.3711 2.1814
C -0.87746 -3.56326 0.07027 -1.1155 1.8860 -1.4223
C 2.02729 2.07636 -0.82717 -0.3053 -1.2857 -0.3811
C 2.92291 -1.01054 -1.38108 -1.2667 0.4499 -2.1081
C 0.87494 -6.32746 1.73025 -1.1067 -1.3107 -0.1363
C -3.87778 -1.09692 0.82775 -0.7116 -0.7873 0.9290
C -2.95076 2.07661 1.44696 -2.2805 -1.4641 -0.0253
C -4.21666 4.94928 -2.68676 -0.5251 2.8779 1.6772
C 1.27935 -0.26214 3.18659 -0.2027 -0.4434 -0.0932
C 3.96704 -1.52042 -0.49399 0.8302 -0.4457 0.3431
C 2.58095 3.54254 0.96192 0.2361 0.5653 1.4939
C 1.64193 -4.27199 2.71671 -0.7150 0.3971 -0.0796
C 0.69570 3.19229 5.54582 0.2128 -0.1431 0.5645
C 1.37933 2.10621 6.14992 -0.5636 1.3248 -2.1098
C 3.12167 -0.57129 -2.74859 1.6959 0.1989 0.2019
C -0.06219 -4.22150 1.03237 0.7561 -1.0482 1.0550
C -2.12420 -3.18224 -1.78095 1.4652 0.0124 1.0264
C 4.69030 -2.82562 1.39058 1.0604 0.2306 0.6021
C 4.21107 3.13596 -0.88866 -1.5619 -0.2691 0.0740
C 1.63981 1.05025 5.29571 -0.0688 -2.1544 -0.4405
C -1.90516 -4.09422 -0.73318 -0.7587 -0.4083 -1.1681
C 3.73249 -2.03243 0.80441 -0.9739 1.3918 -0.4350
C 6.21962 -2.45504 -0.42389 0.1134 1.3709 0.4373
C 0.75984 -3.53036 1.94224 0.3706 0.0193 -1.2535
C -3.66632 3.89351 -3.32976 0.8003 -0.3078 0.4747
C 1.92203 -0.38347 -3.35272 -1.3076 0.0328 0.7078
B -0.47414 -1.32102 -2.77786 -1.2259 -0.1695 -0.4667
H -0.89376 3.40989 -1.25902 -1.7388 0.3425 -0.4437
H -4.10586 -1.89059 2.81362 0.1184 0.0533 0.3207
H -2.46765 -0.31878 -6.47184 0.5731 -0.9474 0.8828
H -5.06124 5.57648 -3.07963 0.7815 -1.0884 0.1703
H 2.84953 -1.61944 1.37576 0.7788 -1.2566 -0.7650
H 1.97420 -0.31857 -5.49468 0.2574 -0.3179 -0.6484
H -3.36523 -0.26720 -0.95707 0.1211 0.1134 0.1991
H -3.31551 1.54496 2.36279 0.8942 0.7357 -0.5229
H -5.01383 -1.12667 0.72771 1.1548 0.4283 -0.0337
H -0.38358 -6.01378 -0.04458 -0.3136 -0.5034 0.4190
H 1.61057 3.20875 1.34635 0.1065 0.3037 -0.3634
H 4.32402 4.19214 -0.98882 0.2258 0.8385 0.1307
H 0.88839 -2.44088 1.77137 -0.4165 -0.8904 0.8501
H 4.13526 2.74008 -1.88617 0.3969 -0.3986 -0.3384
H -4.13155 6.30325 -0.91562 0.5498 -0.9516 -0.6133
H -0.99039 2.01568 2.18179 0.2228 0.2647 -0.0374
H -0.16889 3.94749 3.78197 -0.3421 0.1634 -0.2356
H 0.62257 0.62530 -4.85733 0.6993 -0.2416 0.3073
H 4.45644 -3.31279 2.32185 0.0817 0.1644 0.3583
H 2.65019 4.61855 0.75821 -0.3920 -0.1052 0.2069
H -3.97476 -0.10608 2.76655 -0.5011 -0.0363 0.2763
H 2.31133 -3.72780 3.36682 0.0738 -0.0726 0.1132
H -1.96009 -0.45665 3.54157 0.1592 -0.7896 -1.0760
H -4.80363 1.33428 0.49665 1.0122 0.1557 -0.2144
H -4.05713 -3.49126 -2.52340 -0.4758 0.5842 -0.0746
H -2.69112 -1.75258 -5.44943 -0.3989 -1.3959 -0.1450
H 5.45265 -1.21340 -1.96170 0.4267 0.6117 -1.9859
H 2.15252 0.10987 5.63684 -0.3748 1.3269 -0.2386
H -0.44028 -2.13122 -3.68215 0.1562 0.2974 0.0516
H -3.33390 1.66855 -5.15966 0.3109 -0.0065 0.0564
H 2.28469 1.19926 -4.68158 0.5910 0.8887 -0.2224
H 0.48572 4.10059 6.15365 0.1652 -0.8779 -0.6044
H 2.38436 1.67301 -1.80990 -0.5146 0.2292 0.6721
H 2.34328 -6.11364 3.32793 0.0705 -0.8917 0.2612
H -3.55171 -2.08115 0.42069 0.0676 0.5821 0.3347
H 7.23659 -2.51825 -0.80275 -0.2534 -0.0141 -0.2914
H 5.00006 2.70711 -0.30977 0.6010 -0.2842 0.2001
H -1.72299 -1.93313 2.76443 -0.1689 0.8855 -0.0034
H -1.24963 2.88268 0.76176 0.2653 -0.3700 0.3231
H 3.27485 3.34432 1.79531 0.0690 -0.1368 -0.4615
H 0.80985 -7.43565 1.73388 0.4700 0.8217 -0.2737
H -2.99383 -2.42256 -3.57540 -0.4198 0.3845 -0.1566
H -1.00018 -1.16178 -5.78871 -0.5231 -0.3472 -0.0808
H -4.10935 3.57638 -4.27258 0.2890 -0.3276 0.3432
H -2.88016 -4.21644 -3.53767 0.1163 1.1453 0.5208
H 6.80208 -3.50356 1.33771 -0.6653 0.3097 0.0247
H 4.08376 -0.40032 -3.25957 -0.6702 -0.0214 0.4441
H -2.41546 -5.07882 -0.66205 0.5588 0.9702 0.1017
H -3.41414 3.06256 1.47048 0.3009 0.2928 0.1549
H -3.53042 1.89526 -0.66178 -0.0899 -0.0362 0.2217
H -2.02963 5.33209 -0.07760 -0.4722 -0.5618 -0.8823
```
Positions in Å, forces in eV/Å.


# C4H14N

A cluster of 2 separate species, C4H14N in total at a distorted geometry (the ωB97M-V functional and the def2-TZVPD basis, OMol25).

Output
energy above the lowest of the compared OMol25 structures with the same formula, charge and spin = 20.3 kcal per mole
multiplicity = 2
HOMO (spin up / spin down) = -3.6 / -11.7 eV
total charge = 0
frontier orbital gap (spin up / spin down) = 0.165 / 0.456 Ha

The geometry in XYZ format:
```
19
Properties=species:S:1:pos:R:3:forces:R:3
N -1.36564 1.14483 0.34496 -0.5453 -0.5397 -0.1846
C 0.88797 -2.66309 -0.93137 0.7834 -1.7401 1.2885
C -0.32098 1.94082 -0.33483 2.0906 0.3919 0.1931
C 0.94849 2.06113 0.54556 -0.1846 0.0793 -0.3625
C -0.05714 -2.33974 0.26909 -0.0088 -0.4844 -1.4110
H 0.08042 1.47132 -1.23168 -0.9321 -0.3375 -0.1632
H 1.18966 -1.91900 -1.66429 -0.5929 0.3626 0.2054
H 1.81096 -2.98112 -0.42521 0.1965 0.2775 -0.4307
H -1.78545 1.57711 1.21487 -0.0663 0.5252 -0.1366
H 0.68608 2.11379 1.59549 0.2193 0.1060 0.1656
H -1.00576 -2.88872 0.27934 0.0184 0.3519 -0.5433
H 1.62378 1.22014 0.35855 -0.2850 -0.1082 0.2909
H 1.52833 2.94103 0.25133 -0.2393 0.0928 0.1395
H 0.62030 -3.58743 -1.44710 -0.3661 0.2515 -0.2236
H -0.23579 -1.28164 0.19475 -0.2472 0.2159 0.6726
H 0.39654 -2.66475 1.19170 0.3760 0.4908 0.3783
H -1.06178 0.22427 0.70184 0.4196 0.0559 -0.1480
H -0.68483 2.92336 -0.63140 -0.4206 -0.2184 0.3092
H -2.16493 0.88955 -0.29471 -0.2156 0.2269 -0.0396
```
Positions in Å, forces in eV/Å.


# HO2PS

A cluster of 2 separate species, HO2PS in total at a distorted geometry (the ωB97M-V functional and the def2-TZVPD basis, OMol25).

Output
energy above the lowest of the compared OMol25 structures with the same formula, charge and spin = 78.5 kcal per mole
HOMO (spin up / spin down) = -8.0 / -8.0 eV
total charge = 0
frontier orbital gap (spin up / spin down) = 0.235 / 0.235 Ha

The geometry in XYZ format:
```
5
Properties=species:S:1:pos:R:3:forces:R:3
S -0.20373 0.62722 1.73819 -1.8565 -2.7072 -0.0452
P 0.14750 -0.73984 -1.82375 0.9163 0.8537 -0.9628
O 0.24071 0.04531 -0.57933 0.3463 0.4281 -0.1380
O 0.49393 1.82260 2.09333 1.6952 2.8856 0.8245
H -0.67840 -1.75529 -1.42844 -1.1013 -1.4603 0.3215
```
Positions in Å, forces in eV/Å.